{
  "formula": "C53H50BrCl2N7O15",
  "method": "wB97M-V/def2-TZVPD",
  "species": ["C", "C", "O", "C", "C", "Br", "C", "C", "C", "C", "C", "O", "Cl", "C", "C", "C", "O", "N", "C", "C", "C", "O", "C", "C", "N", "C", "O", "C", "C", "C", "Cl", "C", "C", "C", "C", "C", "O", "C", "N", "C", "C", "O", "H", "H", "H", "H", "H", "H", "H", "H", "H", "H", "H", "H", "H", "H", "H", "H", "H", "H", "H", "H", "H", "H", "H", "H", "H", "H", "H", "H", "H", "H", "O", "N", "O", "C", "C", "C", "C", "C", "C", "H", "H", "H", "H", "H", "O", "N", "O", "C", "C", "C", "C", "C", "C", "H", "H", "H", "H", "H", "O", "N", "O", "C", "C", "C", "C", "C", "C", "H", "H", "H", "H", "H", "O", "N", "O", "C", "C", "C", "C", "C", "C", "H", "H", "H", "H", "H"],
  "xyz": [[-1.48065, -3.64314, 1.00018], [-0.51633, -3.98527, -0.16607], [-0.96784, -3.49583, -1.45696], [-0.94548, -2.10410, -1.46674], [0.34322, -1.50573, -1.72451], [1.83019, -2.68977, -2.07254], [0.47019, -0.08881, -1.72075], [-0.69651, 0.72852, -1.50989], [-1.96383, 0.10639, -1.29569], [-3.22734, 1.00249, -1.12852], [-3.62099, 1.53640, -2.56097], [-4.56608, 2.24437, -2.70217], [-2.68922, 1.09872, -4.05293], [-2.12732, -1.30347, -1.24915], [-3.46118, -2.04608, -1.03477], [-4.16442, -1.83152, 0.34126], [-5.29071, -2.27398, 0.43842], [-3.56279, -1.16067, 1.48654], [-3.81016, -1.99788, 2.69749], [-4.30274, 0.12971, 1.77180], [-0.50715, 2.23075, -1.53500], [-1.31418, 3.04266, -1.92681], [0.84346, 2.74619, -0.97952], [0.88357, 3.98568, -0.28016], [-0.29468, 4.81290, -0.01470], [-0.83484, 4.39759, 1.02402], [-1.41189, 4.29376, 2.03966], [2.15054, 4.42905, 0.17554], [3.35986, 3.68416, 0.00753], [4.61781, 4.40072, 0.54365], [5.72725, 3.44382, 1.58474], [5.44712, 5.03721, -0.64780], [4.50104, 5.86748, -1.58578], [3.33441, 2.39020, -0.66079], [4.61820, 1.56100, -0.84245], [4.80123, 0.33894, 0.10891], [4.81482, 0.63835, 1.51228], [3.79052, -0.82392, -0.10106], [2.52222, -0.60145, 0.59184], [2.04394, 1.97148, -1.16232], [1.80761, 0.66838, -1.98384], [2.58026, 0.28196, -2.82845], [-1.45344, -2.54427, 1.19464], [-1.21634, -4.14611, 1.95224], [-2.52665, -3.93097, 0.74713], [0.48997, -3.60002, 0.09851], [-0.44496, -5.09361, -0.22996], [-4.09853, 0.39478, -0.82185], [-3.03174, 1.86486, -0.46818], [-4.15157, -1.78098, -1.86751], [-3.28860, -3.13927, -1.13075], [-3.31853, -1.45793, 3.53845], [-4.89319, -2.05001, 2.95530], [-3.43695, -3.03373, 2.59730], [-3.64248, 0.99876, 1.58008], [-4.72920, 0.13191, 2.79124], [-5.13544, 0.20643, 1.03058], [2.17233, 5.41343, 0.68342], [4.29648, 5.27706, 1.14952], [6.05639, 4.28962, -1.18831], [6.10191, 5.79156, -0.14867], [5.05800, 6.63415, -2.16981], [3.96401, 5.19121, -2.28548], [3.77075, 6.44008, -0.96887], [5.53082, 2.19179, -0.75997], [4.64149, 1.16126, -1.88427], [5.80675, -0.09676, -0.12650], [5.74622, 0.61743, 1.77122], [3.69991, -1.06615, -1.17763], [4.26092, -1.72291, 0.37242], [2.34338, -1.25916, 1.34373], [2.38915, 0.35934, 0.88162], [1.38604, -3.64240, -9.16819], [1.37326, -3.48340, -7.96145], [1.59741, -4.35951, -7.14853], [1.06133, -2.14213, -7.45266], [0.76439, -1.12667, -8.34919], [0.44706, 0.13344, -7.86437], [0.43324, 0.36895, -6.49485], [0.74223, -0.65315, -5.60685], [1.05768, -1.91606, -6.08513], [0.77303, -1.30255, -9.41627], [0.20712, 0.93273, -8.55428], [0.17949, 1.35332, -6.11818], [0.73385, -0.46672, -4.54064], [1.29349, -2.70637, -5.38466], [2.13160, -1.04813, 3.10707], [2.04304, -0.88915, 4.31110], [2.23893, -1.76383, 5.13345], [1.67350, 0.44326, 4.79480], [1.41025, 1.44941, 3.87710], [1.03789, 2.70331, 4.33577], [0.93627, 2.94233, 5.70035], [1.21236, 1.92959, 6.61083], [1.58265, 0.67213, 6.15904], [1.48741, 1.27099, 2.81294], [0.82346, 3.49515, 3.62918], [0.63967, 3.92186, 6.05602], [1.13496, 2.12047, 7.67356], [1.79305, -0.11220, 6.87351], [-6.14043, 3.50780, 0.13231], [-6.65942, 2.45769, -0.18289], [-6.09672, 1.37535, -0.15100], [-8.05243, 2.48856, -0.63636], [-8.71315, 3.70433, -0.72109], [-10.02356, 3.73204, -1.17291], [-10.66116, 2.55060, -1.53040], [-9.99226, 1.33718, -1.43181], [-8.68067, 1.30246, -0.98335], [-8.22303, 4.62798, -0.44473], [-10.54828, 4.67580, -1.24972], [-11.68352, 2.57588, -1.88842], [-10.49296, 0.41820, -1.70850], [-8.16492, 0.35406, -0.91211], [5.64377, -4.69653, 1.41406], [5.71319, -5.73706, 2.04166], [6.38838, -6.69467, 1.71627], [4.92361, -5.84477, 3.27492], [4.11406, -4.78709, 3.65793], [3.35143, -4.89933, 4.81030], [3.40647, -6.06105, 5.57013], [4.22928, -7.11187, 5.18225], [4.99265, -7.00643, 4.02882], [4.06482, -3.87858, 3.07211], [2.71194, -4.08146, 5.11320], [2.80531, -6.14850, 6.46753], [4.27250, -8.01502, 5.77784], [5.62843, -7.82930, 3.73130]],
  "atomic_forces_ev_per_a": [[-0.177, 0.585, -0.369], [-0.141, -0.926, 1.253], [-0.271, 1.015, 1.034], [0.910, 0.757, -0.298], [-1.079, 0.683, -0.013], [-0.929, 0.622, -0.064], [-0.414, 0.419, 0.188], [0.311, -1.467, 0.061], [-0.501, 0.314, 0.473], [1.433, -1.156, -2.049], [-0.993, 1.076, 0.792], [0.505, -0.462, 0.001], [-0.137, -0.258, 0.648], [1.712, -0.622, -0.293], [0.825, 0.761, 0.131], [-1.406, -0.264, -0.183], [0.692, 0.034, -0.224], [-0.314, -0.236, 0.429], [-0.080, 0.151, 0.516], [-0.168, -0.021, -1.463], [1.037, 0.070, 0.393], [-0.179, -0.649, 0.162], [0.384, -0.148, 0.186], [1.564, -0.628, -0.828], [0.591, -2.106, 1.211], [-0.862, 2.224, 0.432], [0.664, -0.668, -1.205], [-0.087, -0.457, -0.182], [-1.011, -0.788, 0.118], [0.046, 0.675, -1.439], [-0.271, 0.483, -0.041], [-0.545, 1.056, 0.647], [0.232, -0.236, 0.086], [-0.917, 1.188, 0.149], [0.046, -0.067, -0.317], [0.451, -1.040, -0.247], [0.227, -0.056, -0.440], [0.829, -0.289, 0.858], [-0.182, -0.145, -1.255], [-0.301, 0.306, 0.242], [-0.320, -0.145, 0.501], [-0.261, 0.310, 0.431], [-0.161, -0.766, -0.096], [0.115, 0.112, -0.680], [0.739, 0.081, 0.191], [-0.515, -0.113, -0.439], [-0.009, 0.781, -0.417], [0.565, 0.667, -0.028], [-0.448, -0.390, -0.457], [0.158, -0.095, 0.799], [-0.050, 0.760, 0.079], [-0.103, -0.653, -0.535], [0.562, -0.050, -0.324], [-0.011, 0.687, 0.032], [-0.330, -0.462, 0.472], [0.398, 0.073, -0.547], [0.696, -0.012, 1.212], [0.088, -0.756, -0.287], [0.089, -0.849, -0.246], [-0.371, 0.413, 0.294], [-0.050, -0.832, -0.420], [-0.199, -0.712, 0.323], [0.173, 0.595, 0.439], [0.354, -0.487, -0.460], [-0.841, -0.246, 0.102], [-0.161, 0.179, 0.769], [-0.723, 0.406, -0.198], [-0.430, 0.205, 0.115], [-0.034, 0.385, 0.558], [-0.248, 0.597, -0.429], [0.314, 0.630, -0.686], [0.141, -0.357, 0.264], [-0.006, 0.049, 0.131], [0.065, -0.222, -0.082], [-0.021, 0.122, -0.075], [-0.119, 0.469, 0.174], [-0.042, 0.078, -0.238], [0.028, -0.061, 0.158], [-0.012, 0.015, 0.001], [-0.068, 0.078, -0.135], [0.026, -0.137, 0.243], [0.037, -0.170, 0.090], [0.020, -0.060, 0.000], [0.012, -0.042, -0.010], [0.045, -0.069, -0.045], [0.008, -0.062, -0.159], [-0.253, 0.011, 1.036], [0.052, -0.202, -0.042], [-0.004, 0.144, -0.022], [-0.132, 0.453, 0.116], [-0.014, 0.042, -0.243], [0.025, -0.041, 0.138], [0.003, 0.006, 0.010], [-0.020, 0.065, -0.169], [0.016, -0.115, 0.243], [0.056, -0.152, 0.087], [0.007, -0.063, 0.014], [0.018, -0.044, -0.020], [0.017, -0.047, -0.041], [0.019, -0.070, -0.175], [-0.025, -0.158, 0.004], [0.152, 0.084, -0.032], [-0.478, 0.443, -0.317], [-0.465, -0.020, -0.177], [0.025, 0.257, 0.033], [-0.005, -0.171, -0.016], [-0.013, -0.001, -0.002], [-0.013, 0.173, 0.016], [0.042, -0.262, -0.026], [0.131, -0.143, 0.008], [0.056, -0.024, 0.019], [0.045, -0.002, 0.023], [0.059, 0.019, 0.023], [0.119, 0.138, 0.047], [-0.009, -0.102, 0.095], [0.143, 0.024, -0.208], [-0.078, 0.101, 0.069], [-0.276, -0.040, 0.405], [-0.080, 0.239, -0.084], [-0.020, -0.170, 0.109], [0.042, -0.036, -0.036], [-0.066, 0.164, -0.024], [0.093, -0.242, 0.030], [0.094, -0.105, -0.069], [0.071, 0.004, -0.075], [0.033, 0.008, -0.037], [0.031, 0.022, -0.055], [0.012, 0.140, -0.137]],
  "lumo_ev": -0.964,
  "total_charge": 0,
  "e_homo_ev": -8.68,
  "smiles": "CCOc1c(Br)c2c(c(CC(=O)Cl)c1CC(=O)N(C)C)C(=O)c1c(N=C=O)cc([C@@H](Cl)CC)c(C[C@@H](O)CN)c1C2=O.O=[N+]([O-])c1ccccc1.O=[N+]([O-])c1ccccc1.O=[N+]([O-])c1ccccc1.O=[N+]([O-])c1ccccc1",
  "total_energy_ha": -7055.48451,
  "gap_ev": 7.71
}